# 1
Molecular formula: C26H16F5MoN6O6S2
Method: DFT, ωB97M-V/def2-TZVPD

Last column: Mulliken charge in e.
Element x y z (Å)
Mo 9.011 -17.962 5.001  0.68
S 12.768 -22.475 0.580  0.22
N 11.897 -22.869 1.920  -0.60
C 11.322 -21.745 2.300  0.58
C 10.524 -21.611 3.510  0.28
C 10.210 -22.610 4.408  -0.34
C 9.315 -22.357 5.459  -0.84
C 8.918 -21.063 5.712  -0.48
N 9.162 -20.108 4.751  0.13
C 9.979 -20.339 3.678  0.58
C 10.202 -19.207 2.718  0.91
N 9.508 -18.034 2.941  0.18
C 9.740 -16.915 2.140  -0.31
C 10.686 -16.951 1.144  -1.07
C 11.439 -18.110 0.936  -0.53
C 11.186 -19.268 1.712  -0.20
C 11.654 -20.584 1.429  0.48
N 12.496 -20.866 0.425  -0.56
H 10.521 -23.623 4.206  0.56
H 8.894 -23.143 6.077  0.44
H 8.245 -20.744 6.522  0.50
H 9.158 -16.040 2.376  0.64
H 10.697 -16.138 0.432  0.47
H 12.184 -18.148 0.182  0.58
N 10.500 -16.801 8.285  -0.78
C 11.835 -17.252 7.773  -0.60
C 11.926 -17.038 6.198  0.38
O 12.864 -16.391 5.707  -0.53
O 10.905 -17.482 5.502  -0.66
H 10.529 -15.771 8.425  0.31
H 10.413 -17.113 9.294  0.27
H 11.964 -18.299 7.897  0.34
H 12.680 -16.743 8.220  0.36
N 8.270 -16.723 6.622  -0.28
C 7.757 -15.459 6.187  1.12
C 6.550 -14.955 6.719  -0.77
C 6.205 -13.657 6.419  -0.59
C 7.141 -12.812 5.774  0.02
C 8.427 -13.273 5.414  -1.11
C 8.694 -14.657 5.493  -0.10
S 6.559 -11.124 5.576  1.29
O 7.029 -10.666 4.228  -0.67
O 7.189 -10.213 6.579  -0.66
O 5.164 -11.440 5.865  -0.69
H 7.556 -17.311 7.074  0.47
H 9.133 -16.643 7.281  0.24
H 6.019 -15.580 7.431  0.40
H 5.184 -13.246 6.717  0.47
H 9.209 -12.628 5.058  0.45
H 9.705 -15.060 5.261  0.38
F 2.455 -17.951 1.961  -0.26
C 3.623 -18.069 2.713  0.51
C 3.949 -19.207 3.461  0.10
F 3.092 -20.229 3.628  -0.26
C 5.177 -19.247 4.084  0.13
F 5.558 -20.393 4.660  -0.27
C 6.029 -18.131 4.244  0.35
O 7.107 -18.283 5.028  -0.24
C 5.736 -17.050 3.423  0.27
F 6.676 -16.094 3.225  -0.29
C 4.532 -16.995 2.728  -0.08
F 4.271 -15.903 1.947  -0.27

As for the LUMO energy (alpha / beta): -6.684 / -6.305 eV. The total charge is +1. The calculation puts the HOMO energy (alpha / beta) at -0.34521 / -0.34511 hartree. The spin multiplicity is 3.

---

# 2
Molecular formula: C26H17BF5N5O3RhSe
Method: DFT, ωB97M-V/def2-TZVPD

Last column: Mulliken charge in e.
Element x y z (Å)
Rh 0.987 -0.115 1.858  0.53
Se 3.211 7.026 2.712  0.33
N 3.888 5.482 3.275  -0.84
C 3.110 4.532 2.826  0.85
C 3.336 3.115 3.088  -0.15
C 4.397 2.584 3.826  -0.44
C 4.490 1.219 3.986  -0.99
C 3.527 0.380 3.426  -0.10
N 2.514 0.878 2.735  0.41
C 2.419 2.219 2.555  0.52
C 1.289 2.654 1.752  0.21
N 0.492 1.667 1.286  0.45
C -0.592 1.971 0.577  -0.12
C -0.903 3.295 0.283  -1.08
C -0.088 4.315 0.731  -0.51
C 1.038 3.993 1.491  -0.22
C 1.978 4.962 2.040  0.90
N 1.854 6.253 1.865  -0.84
H 5.128 3.253 4.259  0.58
H 5.301 0.780 4.547  0.42
H 3.557 -0.695 3.544  0.56
H -1.206 1.146 0.253  0.53
H -1.791 3.503 -0.294  0.47
H -0.304 5.352 0.514  0.59
C -0.158 -2.043 -5.186  -1.87
C -1.149 -2.709 -4.246  0.54
C -2.580 -2.546 -4.729  -0.93
C -3.538 -3.272 -3.803  -1.01
C -3.360 -2.794 -2.392  1.11
C -4.395 -2.843 -1.489  -0.73
C -4.214 -2.409 -0.177  -0.09
F -5.258 -2.469 0.650  -0.34
C -3.017 -1.931 0.273  -1.02
C -1.949 -1.862 -0.634  0.77
C -0.666 -1.362 -0.180  1.40
O -0.571 -1.057 1.056  -1.24
C 0.362 -1.255 -1.126  -0.07
C 0.110 -1.682 -2.419  -0.37
N -1.039 -2.179 -2.848  0.22
C -2.117 -2.282 -1.963  -0.69
C 1.769 -0.774 -0.890  0.27
O 2.548 -0.752 -1.815  -0.71
O 2.143 -0.414 0.314  -0.51
H -0.406 -2.343 -6.202  0.43
H 0.873 -2.342 -5.008  0.52
H -0.227 -0.956 -5.130  0.41
H -0.924 -3.778 -4.182  0.15
H -2.645 -2.952 -5.738  0.37
H -2.825 -1.481 -4.786  0.33
H -3.338 -4.347 -3.847  0.33
H -4.574 -3.130 -4.112  0.47
H -5.364 -3.221 -1.786  0.54
H -2.885 -1.619 1.299  0.67
H 0.925 -1.611 -3.122  0.73
F -0.094 0.213 3.565  -0.40
B 0.151 -1.138 4.298  0.65
F -1.048 -1.687 4.604  -0.30
F 0.842 -1.883 3.275  -0.41
F 0.986 -0.858 5.340  -0.34

The calculation puts the energy above the lowest of the compared OMol25 structures with the same formula, charge and spin at 4.20 kcal/mol. As for the LUMO energy: -4.007 eV. The total charge is +1. The calculation puts the HOMO energy at -0.42804 hartree.

---

# 3
Molecular formula: C26H17F5MnN2O6P
Method: DFT, ωB97M-V/def2-TZVPD

Last column: Mulliken charge in e.
Element x y z (Å)
Mn 0.244 1.101 -0.290  0.57
C -1.794 4.535 -0.362  -1.02
C -2.416 3.245 -0.052  0.07
N -1.794 2.051 0.102  -0.18
C -2.786 1.099 0.285  0.25
C -4.034 1.721 0.363  0.00
N -3.744 3.067 0.236  -0.05
C -5.448 1.303 0.579  0.48
O -5.607 0.004 0.869  -0.52
O -6.351 2.100 0.416  -0.57
C -2.253 -0.332 0.310  0.69
O -3.044 -1.310 0.353  -0.86
O -1.000 -0.324 0.392  -0.60
H -1.204 4.824 0.495  0.24
H -2.537 5.312 -0.587  0.41
H -1.191 4.338 -1.277  0.21
H -4.484 3.805 0.243  0.33
H -4.757 -0.544 0.834  0.43
O 3.275 0.382 -2.363  -0.42
C 2.815 -0.521 -1.727  0.23
O 1.506 -0.423 -0.985  -0.27
C 3.206 -1.979 -1.356  -0.74
P 1.633 -2.080 -0.415  1.07
C 1.661 -2.371 1.301  0.54
C 1.264 -1.355 2.174  0.11
C 1.059 -1.588 3.531  -0.93
C 1.181 -2.872 4.007  -0.41
C 1.725 -3.879 3.159  -0.60
C 1.902 -3.664 1.821  -0.45
C 0.303 -2.889 -1.221  0.62
C -0.838 -3.306 -0.501  -0.25
C -1.870 -4.048 -1.088  -0.73
C -1.781 -4.382 -2.421  -0.43
C -0.578 -4.061 -3.141  -0.75
C 0.398 -3.330 -2.552  -0.45
H 4.039 -2.056 -0.688  0.42
H 3.337 -2.641 -2.182  0.47
H 1.017 -0.400 1.763  0.22
H 0.681 -0.741 4.112  0.44
H 0.967 -3.148 5.060  0.38
H 1.964 -4.853 3.653  0.36
H 2.216 -4.466 1.174  0.46
H -0.981 -3.012 0.540  0.23
H -2.699 -4.399 -0.486  0.45
H -2.599 -4.851 -2.950  0.44
H -0.489 -4.363 -4.180  0.41
H 1.203 -2.973 -3.164  0.30
F 1.575 3.099 -2.869  -0.37
C 2.022 3.359 -1.630  0.69
C 1.513 2.723 -0.464  -0.66
C 1.932 3.221 0.761  1.02
F 1.461 2.609 1.910  -0.31
C 2.937 4.212 0.918  0.09
F 3.311 4.760 2.074  -0.29
C 3.396 4.848 -0.248  0.50
F 4.130 5.963 -0.152  -0.27
C 2.965 4.408 -1.502  0.29
F 3.439 5.071 -2.583  -0.30

The calculation puts the energy above the lowest of the compared OMol25 structures with the same formula, charge and spin at 0.00 kcal/mol. As for the LUMO energy (alpha / beta): -4.260 / -4.250 eV. The total charge is +1. The calculation puts the HOMO energy (alpha / beta) at -0.41361 / -0.40172 hartree. The spin multiplicity is 4.

---

# 4
Molecular formula: C26H17F9N4O3STi
Method: DFT, ωB97M-V/def2-TZVPD

Last column: Mulliken charge in e.
Element x y z (Å)
Ti 0.142 0.434 0.516  0.42
S -2.072 -6.602 2.159  0.19
N -2.223 -5.251 3.020  -0.65
C -1.715 -4.273 2.288  0.91
C -1.620 -2.879 2.686  0.19
C -2.077 -2.380 3.909  -0.69
C -1.944 -1.039 4.177  -1.26
C -1.340 -0.221 3.227  -0.68
N -0.894 -0.685 2.067  0.64
C -1.041 -1.996 1.781  0.27
C -0.592 -2.438 0.459  0.02
N -0.100 -1.490 -0.365  0.35
C 0.267 -1.821 -1.599  -0.42
C 0.174 -3.124 -2.075  -0.98
C -0.300 -4.106 -1.237  -0.58
C -0.692 -3.767 0.062  0.25
C -1.255 -4.707 1.017  0.84
N -1.424 -6.003 0.814  -0.67
H -2.530 -3.059 4.621  0.59
H -2.295 -0.612 5.106  0.50
H -1.209 0.839 3.405  0.67
H 0.642 -1.016 -2.218  0.58
H 0.474 -3.344 -3.089  0.46
H -0.385 -5.135 -1.563  0.58
C -5.574 0.159 3.891  -1.68
C -4.776 0.404 2.638  0.33
C -4.175 1.630 2.394  -0.71
C -3.421 1.872 1.250  1.10
C -2.908 3.273 1.022  -1.98
C -3.271 0.832 0.319  1.15
C -3.929 -0.400 0.507  1.10
C -3.891 -1.514 -0.511  -1.61
C -4.649 -0.594 1.677  -0.46
C -2.316 0.927 -0.833  -0.37
O -2.523 0.547 -1.945  -0.55
O -1.075 1.392 -0.461  -0.65
H -5.448 0.967 4.610  0.38
H -5.284 -0.779 4.367  0.35
H -6.638 0.082 3.658  0.40
H -4.306 2.435 3.111  0.38
H -2.718 3.774 1.971  0.41
H -3.672 3.853 0.500  0.41
H -2.004 3.309 0.422  0.37
H -2.884 -1.731 -0.871  0.23
H -4.467 -1.238 -1.394  0.36
H -4.319 -2.424 -0.091  0.33
H -5.140 -1.549 1.838  0.41
F 1.555 3.271 0.241  -0.23
C 2.039 2.612 1.271  0.51
F 2.626 3.438 2.095  -0.23
F 0.888 2.087 1.928  -0.29
C 2.831 1.346 0.839  1.00
O 2.000 0.626 0.021  -0.83
C 4.143 1.742 0.109  0.56
F 4.648 0.690 -0.524  -0.22
F 3.910 2.702 -0.786  -0.23
F 5.037 2.195 0.994  -0.25
C 3.160 0.468 2.094  0.59
F 4.109 -0.416 1.839  -0.26
F 2.032 -0.243 2.403  -0.11
F 3.488 1.171 3.168  -0.26

The calculation puts the energy above the lowest of the compared OMol25 structures with the same formula, charge and spin at 19.92 kcal/mol. As for the LUMO energy (alpha / beta): -4.334 / -4.294 eV. The total charge is +1. The calculation puts the HOMO energy (alpha / beta) at -0.43366 / -0.43401 hartree. The spin multiplicity is 2.

---

# 5
Molecular formula: C26H17FN6NiO5S2Se
Method: DFT, ωB97M-V/def2-TZVPD

Last column: Mulliken charge in e.
Element x y z (Å)
Ni 0.125 0.189 1.423  0.39
O -0.331 -3.723 -0.340  -0.73
C -1.590 -3.554 -0.753  0.20
C -2.156 -4.570 -1.529  -0.67
C -3.468 -4.491 -1.954  -0.28
C -4.243 -3.383 -1.633  -0.80
C -3.683 -2.354 -0.896  -0.27
C -2.370 -2.420 -0.441  0.07
C -1.739 -1.273 0.257  1.08
O -0.693 -1.492 0.984  -0.80
N -2.254 -0.077 0.064  -0.93
N -1.412 0.892 0.568  1.16
C -1.734 2.120 0.387  -0.62
C -0.876 3.226 0.718  0.91
C -1.306 4.531 0.434  -0.74
C -0.500 5.628 0.632  -0.61
C 0.799 5.435 1.125  -0.38
C 1.261 4.176 1.412  -0.66
C 0.453 3.012 1.232  0.54
O 0.949 1.870 1.515  -0.71
H -0.071 -2.928 0.186  0.39
H -1.530 -5.415 -1.789  0.39
H -3.887 -5.296 -2.548  0.34
H -5.270 -3.316 -1.972  0.35
H -4.255 -1.466 -0.663  0.43
H -2.690 2.330 -0.099  0.19
H -2.306 4.660 0.028  0.31
H -0.853 6.626 0.401  0.34
H 1.448 6.292 1.278  0.34
H 2.263 4.010 1.789  0.43
Se 1.518 1.507 6.097  0.21
N -0.061 1.055 6.816  -0.88
C -0.822 0.706 5.796  0.77
C -2.174 0.320 5.887  -0.47
C -2.822 0.017 4.724  -0.83
C -2.141 0.060 3.490  -0.12
N -0.889 0.405 3.347  0.33
C -0.207 0.759 4.468  0.53
N 1.037 1.182 4.429  -0.44
H -2.668 0.274 6.849  0.42
H -3.867 -0.262 4.747  0.40
H -2.664 -0.202 2.575  0.32
O 3.088 1.845 -5.437  -0.70
S 2.349 0.639 -5.131  1.19
O 1.602 0.081 -6.237  -0.70
N 1.423 0.791 -3.801  -0.56
C 1.807 -0.040 -2.845  0.32
S 1.026 -0.347 -1.395  -0.39
C 3.040 -0.825 -3.171  0.45
C 3.744 -1.694 -2.352  -0.43
C 4.860 -2.334 -2.876  -0.62
C 5.261 -2.118 -4.192  -0.34
C 4.565 -1.232 -5.006  -0.57
C 3.468 -0.594 -4.467  -0.24
H 3.415 -1.851 -1.333  0.48
H 5.426 -3.015 -2.251  0.37
H 6.126 -2.640 -4.587  0.34
H 4.867 -1.045 -6.029  0.37
F 1.610 -0.683 2.068  -0.85

The calculation puts the energy above the lowest of the compared OMol25 structures with the same formula, charge and spin at 13.88 kcal/mol. As for the LUMO energy (alpha / beta): 2.754 / 2.761 eV. The total charge is -2. The calculation puts the HOMO energy (alpha / beta) at -0.07260 / -0.07022 hartree. The spin multiplicity is 3.

---

# 6
Molecular formula: C26H17N5O5Pd
Method: DFT, ωB97M-V/def2-TZVPD

Last column: Mulliken charge in e.
Element x y z (Å)
Pd 1.093 0.379 -0.282  0.48
O -1.287 2.371 -3.569  -0.68
C -1.655 3.440 -2.829  0.25
C -2.471 4.389 -3.441  -0.67
C -2.895 5.500 -2.740  -0.30
C -2.513 5.689 -1.414  -0.78
C -1.691 4.759 -0.810  -0.33
C -1.244 3.630 -1.499  0.31
C -0.330 2.670 -0.835  1.14
O -0.212 1.477 -1.381  -1.04
N 0.295 3.056 0.233  -0.95
N 1.100 2.032 0.733  0.30
C 1.670 2.198 1.861  -0.30
C 2.546 1.252 2.510  0.49
C 3.051 1.630 3.769  -0.70
C 3.935 0.851 4.469  -0.72
C 4.358 -0.356 3.893  -0.40
C 3.884 -0.758 2.668  -0.57
C 2.947 0.012 1.941  0.68
O 2.533 -0.470 0.800  -0.67
H -0.810 1.763 -2.966  0.42
H -2.764 4.223 -4.470  0.42
H -3.534 6.226 -3.229  0.37
H -2.854 6.556 -0.862  0.38
H -1.368 4.887 0.215  0.44
H 1.478 3.147 2.356  0.36
H 2.720 2.576 4.188  0.32
H 4.305 1.161 5.437  0.40
H 5.072 -0.981 4.418  0.36
H 4.206 -1.689 2.217  0.44
O -2.695 -6.449 -0.723  -0.64
N -2.720 -5.480 0.005  1.08
O -3.420 -5.380 0.991  -0.63
C -1.798 -4.352 -0.298  -0.62
C -1.056 -4.484 -1.399  -0.54
C -0.129 -3.477 -1.803  0.93
C 0.660 -3.637 -2.951  -0.45
C 1.545 -2.658 -3.299  -0.96
C 1.634 -1.526 -2.487  -0.37
N 0.900 -1.350 -1.408  0.15
C 0.005 -2.313 -1.047  -0.34
C -0.822 -2.157 0.142  0.64
N -0.686 -1.015 0.826  -0.02
C -1.364 -0.829 1.925  -0.16
C -2.253 -1.790 2.426  -0.97
C -2.431 -2.954 1.733  -0.47
C -1.711 -3.177 0.540  0.44
H -1.164 -5.384 -1.989  0.57
H 0.557 -4.539 -3.543  0.46
H 2.173 -2.742 -4.173  0.41
H 2.329 -0.732 -2.718  0.56
H -1.205 0.118 2.432  0.48
H -2.795 -1.611 3.345  0.42
H -3.118 -3.701 2.093  0.58

The calculation puts the energy above the lowest of the compared OMol25 structures with the same formula, charge and spin at 0.00 kcal/mol. As for the LUMO energy: -1.505 eV. The calculation puts the HOMO energy at -0.27581 hartree.